Record 1
A cluster of 2 separate species, C7H7N4O2S2 in total at a distorted geometry, computed with ωB97M-V/def2-TZVPD.

Structure (ORCA input):
```
! wB97M-V def2-TZVPD RIJCOSX def2/J DEFGRID3
* xyz -1 1
C 1.12464 -0.65755 -2.13721
C 1.67224 -0.37856 -0.84471
C -0.20729 -0.85145 -2.08096
C 1.28738 0.11470 3.58750
C 0.74292 -0.42672 0.12939
C 0.76504 -0.08354 1.51804
C -1.06574 1.73616 1.65359
N 1.65291 -0.50183 2.44002
N 0.26663 0.88889 3.47092
N 1.05703 2.56867 -0.31028
N -0.11228 0.77009 2.22696
O -0.36340 2.17357 -2.45583
O 1.98963 2.91075 -2.63735
S -0.83795 -0.69002 -0.48811
S 0.91956 2.55551 -1.78460
H 1.76155 -0.67757 -2.98622
H 2.70801 -0.24804 -0.62619
H -0.83533 -0.76415 -2.95574
H 1.78503 0.07624 4.55214
H -1.53258 2.26521 2.47096
H -0.51153 2.47366 1.03589
H -1.79431 1.02231 1.05274
*
```

Summary:
HOMO: -4.38 eV
HOMO-LUMO gap: 7.4 eV

Atomic partial charges in e from the Löwdin method, atoms 1 to 5: atom 1 (C): -0.194, atom 2 (C): -0.137, atom 3 (C): -0.420, atom 4 (C): -0.266, atom 5 (C): -0.500

Record 2
The molecule C22H29N3O5S at a distorted geometry, computed with ωB97M-V/def2-TZVPD.

Structure (ORCA input):
```
! wB97M-V def2-TZVPD RIJCOSX def2/J DEFGRID3
* xyz 0 1
C 2.09276 4.40388 0.21344
C 3.15403 3.40051 0.66199
C 3.16203 3.26784 2.18473
C 2.94607 2.05915 -0.05653
N 1.75664 1.37691 0.42149
C 1.03125 0.53978 -0.33972
O 1.34463 0.26879 -1.48787
C -0.19315 -0.03915 0.36671
C -0.93823 -1.03337 -0.53125
C -1.60587 -0.31492 -1.70774
N -2.43082 0.78976 -1.28652
S -4.06116 0.54869 -1.12185
O -4.64627 1.83480 -0.87877
O -4.48760 -0.21936 -2.25287
C -4.31318 -0.45705 0.34916
C -4.30215 -1.83382 0.23792
C -4.47089 -2.60690 1.37552
C -4.65105 -1.99440 2.60619
C -4.67635 -0.61169 2.70418
C -4.50725 0.16345 1.56800
C -1.78501 1.73889 -0.42021
C -1.16275 1.06755 0.80740
C 4.14738 1.09714 0.07871
O 5.00053 1.18865 0.93485
N 4.12491 0.14388 -0.87150
C 5.00285 -1.00463 -0.83797
C 4.25494 -2.24349 -0.45254
C 2.98694 -2.65280 -0.74728
C 2.81517 -3.90000 -0.09652
C 3.98960 -4.15335 0.53910
O 4.86485 -3.15427 0.33250
H 2.14418 4.56966 -0.86001
H 2.24244 5.35692 0.71411
H 1.09531 4.04203 0.45625
H 4.13987 3.76098 0.35273
H 3.50225 4.20058 2.62733
H 2.16652 3.06410 2.57727
H 3.84350 2.47863 2.48793
H 2.79372 2.24577 -1.12669
H 1.56308 1.46236 1.40596
H 0.17568 -0.56933 1.25440
H -0.23754 -1.77111 -0.92281
H -1.68937 -1.55199 0.06835
H -2.24947 -0.99064 -2.27044
H -0.83064 0.07127 -2.37630
H -4.18102 -2.27723 -0.73785
H -4.46642 -3.68389 1.30191
H -4.78341 -2.59770 3.49189
H -4.83224 -0.13907 3.66224
H -4.54288 1.24116 1.60374
H -2.54296 2.46861 -0.13368
H -1.00319 2.24913 -0.99552
H -0.65596 1.82203 1.41134
H -1.95001 0.61915 1.41760
H 3.31060 0.08606 -1.47477
H 5.78557 -0.80750 -0.10044
H 5.46653 -1.12963 -1.82428
H 2.26900 -2.13536 -1.35048
H 1.94038 -4.51724 -0.10766
H 4.31726 -4.97451 1.14473
*
```

Summary:
HOMO: -8.68 eV
HOMO-LUMO gap: 9.1 eV

Atomic partial charges in e from the Löwdin method, atoms 1 to 5: atom 1 (C): -0.063, atom 2 (C): -0.364, atom 3 (C): -0.063, atom 4 (C): -0.194, atom 5 (N): 0.142

Record 3
A cluster of 2 separate species, C9H17NSi in total at a distorted geometry, computed with ωB97M-V/def2-TZVPD.

Structure (ORCA input):
```
! wB97M-V def2-TZVPD RIJCOSX def2/J DEFGRID3
* xyz 0 1
C -3.07584 0.83009 -1.30815
C -1.85578 1.39597 -0.76493
C -3.14649 -0.44257 -0.79374
C -1.47171 0.51515 0.22814
C -2.24368 -1.61427 1.19223
C 3.42923 -0.29412 0.84344
C 1.23996 -1.12747 -1.01994
C 2.01674 2.02584 -0.81342
C 0.43969 0.37208 1.37235
N -2.25272 -0.58091 0.20168
Si 1.83097 0.34403 0.15094
H -3.66667 1.29546 -2.01001
H -1.39738 2.29337 -0.85732
H -3.86957 -1.23129 -0.93432
H -2.20852 -1.18605 2.21515
H -3.22055 -2.24692 1.26066
H -1.56831 -2.40188 0.96706
H 4.02725 0.42745 1.39142
H 3.13803 -1.22889 1.46049
H 4.11254 -0.66231 0.16754
H 2.00089 -1.41522 -1.77359
H 0.73376 -2.00055 -0.47173
H 0.41877 -0.67281 -1.57029
H 2.56051 1.75535 -1.73731
H 1.00433 2.38786 -0.96522
H 2.46733 2.84966 -0.19152
H 0.28503 1.24877 2.01965
H 0.27223 -0.63579 1.74074
*
```

Summary:
HOMO: -8.10 eV
HOMO-LUMO gap: 8.7 eV

Atomic partial charges in e from the Löwdin method, atoms 1 to 5: atom 1 (C): -0.067, atom 2 (C): -0.080, atom 3 (C): -0.123, atom 4 (C): -0.090, atom 5 (C): -0.055

Record 4
A cluster of 2 separate species, C10H16N2O2 in total at a distorted geometry, computed with ωB97M-V/def2-TZVPD.

Structure (ORCA input):
```
! wB97M-V def2-TZVPD RIJCOSX def2/J DEFGRID3
* xyz 0 1
C 0.22291 2.97777 -0.23679
C 1.39611 2.92132 0.52092
C -0.09154 1.66154 -0.49543
C 0.82804 -0.48176 0.19421
C -3.65976 -0.56119 -0.13475
C 3.08386 -1.21633 -0.14777
C -4.64884 0.56207 -0.31220
C -4.06165 -1.58736 0.89398
C 3.78073 0.05015 -0.49767
C 3.85800 -2.49479 -0.02905
N 1.76678 1.66836 0.72661
N 0.87009 0.90221 0.08527
O -2.62952 -0.62879 -0.75600
O 1.81522 -1.32878 0.07495
H -0.31102 3.85232 -0.54919
H 1.98393 3.72514 0.92052
H -0.90032 1.20905 -1.03175
H -0.14683 -0.93148 0.14202
H -4.42175 1.13011 -1.21036
H -4.57357 1.22433 0.54879
H -5.66442 0.17930 -0.35839
H -3.23352 -2.25944 1.10236
H -4.89905 -2.16759 0.51154
H -4.38135 -1.09454 1.80877
H 3.49552 0.84870 0.19817
H 3.49511 0.38853 -1.49800
H 4.85589 -0.09459 -0.47509
H 3.19096 -3.30533 0.25403
H 4.64097 -2.40199 0.72555
H 4.33900 -2.74696 -0.97522
*
```

Summary:
HOMO (alpha / beta): -6.37 / -6.20 eV
HOMO-LUMO gap (alpha / beta): 7.1 / 7.0 eV

Atomic partial charges in e from the Löwdin method, atoms 1 to 5: atom 1 (C): -0.075, atom 2 (C): -0.159, atom 3 (C): -0.069, atom 4 (C): -0.115, atom 5 (C): -0.501

Repeat the first record exactly.
A cluster of 2 separate species, C7H7N4O2S2 in total at a distorted geometry, computed with ωB97M-V/def2-TZVPD.

Structure (ORCA input):
```
! wB97M-V def2-TZVPD RIJCOSX def2/J DEFGRID3
* xyz -1 1
C 1.12464 -0.65755 -2.13721
C 1.67224 -0.37856 -0.84471
C -0.20729 -0.85145 -2.08096
C 1.28738 0.11470 3.58750
C 0.74292 -0.42672 0.12939
C 0.76504 -0.08354 1.51804
C -1.06574 1.73616 1.65359
N 1.65291 -0.50183 2.44002
N 0.26663 0.88889 3.47092
N 1.05703 2.56867 -0.31028
N -0.11228 0.77009 2.22696
O -0.36340 2.17357 -2.45583
O 1.98963 2.91075 -2.63735
S -0.83795 -0.69002 -0.48811
S 0.91956 2.55551 -1.78460
H 1.76155 -0.67757 -2.98622
H 2.70801 -0.24804 -0.62619
H -0.83533 -0.76415 -2.95574
H 1.78503 0.07624 4.55214
H -1.53258 2.26521 2.47096
H -0.51153 2.47366 1.03589
H -1.79431 1.02231 1.05274
*
```

Summary:
HOMO: -4.38 eV
HOMO-LUMO gap: 7.4 eV

Atomic partial charges in e from the Löwdin method, atoms 1 to 5: atom 1 (C): -0.194, atom 2 (C): -0.137, atom 3 (C): -0.420, atom 4 (C): -0.266, atom 5 (C): -0.500

> What is the formula in the fourth record?

C10H16N2O2

> Number 2 is which compound?

C22H29N3O5S